130
Properties=species:S:1:pos:R:3 method="wB97M-V/def2-TZVPD" energy_ev=-66855.342 orbital_gap_ev=7.483 e_lumo_ev=2.434 de_lowest_kcal_mol=158.0 total_charge=-1
N 0.94 -0.56 0.24
O 0.72 -1.53 -0.45
O 1.66 -0.73 1.21
O 0.33 0.48 0.18
C -0.27 -2.60 2.84
O -1.11 -1.61 3.45
C -2.18 -2.24 4.28
C -2.95 -0.99 4.84
N -2.19 -0.21 5.78
C -3.12 0.71 6.45
C -2.35 1.87 7.21
O -1.74 2.82 6.33
C -1.88 4.19 6.76
H -0.30 -2.47 1.76
H -0.67 -3.62 2.88
H 0.77 -2.64 3.16
H -1.67 -2.78 5.07
H -2.78 -2.89 3.64
H -3.85 -1.42 5.30
H -3.34 -0.49 3.96
H -1.78 -0.83 6.47
H -3.83 0.22 7.12
H -3.82 1.17 5.74
H -1.69 1.35 7.90
H -3.02 2.28 7.96
H -1.05 4.36 7.43
H -2.71 4.50 7.40
H -1.94 4.75 5.83
C -3.34 -3.50 -5.65
C -2.24 -2.57 -5.20
C -2.70 -1.59 -4.09
O -1.61 -0.67 -3.94
C -1.71 0.05 -2.69
N -1.05 -3.21 -4.71
H -4.18 -3.02 -6.15
H -3.66 -4.15 -4.84
H -2.85 -4.19 -6.34
H -1.93 -1.86 -5.97
H -2.97 -2.08 -3.16
H -3.59 -1.02 -4.38
H -0.68 0.35 -2.55
H -2.11 -0.43 -1.80
H -2.39 0.90 -2.78
H -1.22 -3.99 -4.09
H -0.69 -2.51 -4.08
C -3.38 0.21 1.00
C -2.83 1.60 1.30
C -3.98 2.65 1.01
O -3.35 3.86 1.51
C -3.88 4.93 0.78
N -2.58 1.65 2.71
H -2.81 -0.68 1.24
H -3.31 0.08 -0.08
H -4.38 -0.02 1.36
H -1.95 1.82 0.70
H -4.91 2.41 1.52
H -4.10 2.61 -0.07
H -3.66 4.74 -0.26
H -3.25 5.80 0.96
H -4.95 5.14 0.93
H -2.50 2.64 2.84
H -3.44 1.55 3.22
C -0.34 4.56 0.58
C 0.77 3.79 1.40
C 2.17 4.53 1.25
O 2.70 4.66 -0.10
C 3.57 5.71 -0.44
N 0.37 3.68 2.80
H 0.09 4.81 -0.39
H -0.70 5.44 1.10
H -1.21 3.90 0.51
H 0.83 2.81 0.92
H 2.96 4.21 1.93
H 2.12 5.53 1.67
H 2.93 6.58 -0.58
H 3.97 5.46 -1.42
H 4.29 5.93 0.34
H 0.27 4.59 3.23
H 1.21 3.34 3.25
C 1.72 3.33 -2.73
C 2.68 2.09 -2.49
C 4.01 2.45 -3.12
O 3.92 2.71 -4.54
C 3.63 1.49 -5.31
N 2.82 1.91 -1.09
H 1.14 3.33 -3.65
H 2.24 4.27 -2.51
H 0.98 3.26 -1.92
H 2.25 1.15 -2.83
H 4.82 1.72 -3.17
H 4.48 3.19 -2.47
H 4.51 0.86 -5.46
H 3.45 1.88 -6.31
H 2.72 0.97 -5.04
H 2.00 1.52 -0.67
H 2.77 2.74 -0.52
C -2.51 -3.97 -0.42
C -1.30 -4.85 -0.80
C -1.65 -6.08 -1.63
O -2.36 -7.06 -0.93
C -1.96 -7.39 0.44
N -0.41 -3.95 -1.44
H -2.87 -3.24 -1.15
H -2.20 -3.42 0.47
H -3.36 -4.64 -0.29
H -0.72 -5.20 0.05
H -0.66 -6.49 -1.83
H -2.06 -5.78 -2.59
H -0.89 -7.42 0.64
H -2.24 -8.44 0.42
H -2.49 -6.77 1.15
H 0.39 -4.35 -1.91
H -0.10 -3.22 -0.82
C 4.40 -1.66 -3.53
C 4.80 -1.77 -2.09
C 6.32 -1.85 -1.75
O 6.72 -2.28 -0.41
C 7.58 -3.39 -0.39
N 4.01 -0.90 -1.19
H 4.34 -2.59 -4.08
H 5.17 -0.98 -3.89
H 3.50 -1.05 -3.60
H 4.40 -2.76 -1.84
H 6.72 -0.84 -1.76
H 6.87 -2.39 -2.52
H 6.99 -4.18 -0.85
H 7.74 -3.60 0.67
H 8.55 -3.26 -0.85
H 3.09 -1.30 -1.12
H 4.02 0.09 -1.41


123
Properties=species:S:1:pos:R:3 method="wB97M-V/def2-TZVPD" energy_ev=-54959.853 smiles=CC(C)O.CC(C)O.CC(C)O.CC(C)O.CC(C)O.CC(C)O.CC(C)O.CC(C)O.CCO.CCO.CCO orbital_gap_ev=9.835 e_lumo_ev=0.620 de_lowest_kcal_mol=43.8
C -14.17 11.29 17.61
C -14.71 11.07 16.22
C -16.18 11.57 16.11
O -13.93 11.78 15.25
H -14.04 12.32 17.76
H -13.26 10.65 17.77
H -14.84 11.02 18.46
H -14.71 10.04 15.95
H -16.87 11.12 16.83
H -16.56 11.40 15.06
H -16.11 12.65 16.22
H -14.31 11.50 14.39
C -14.64 15.21 5.51
C -13.20 15.28 6.11
C -12.62 16.71 5.94
O -13.20 14.84 7.43
H -14.87 14.18 5.38
H -14.61 15.69 4.57
H -15.40 15.54 6.19
H -12.63 14.61 5.46
H -11.54 16.74 6.17
H -13.22 17.40 6.48
H -12.47 16.95 4.91
H -12.77 15.50 8.03
C -12.09 9.97 7.40
C -11.76 11.48 7.67
C -10.63 11.97 6.72
O -13.02 12.12 7.37
H -13.11 9.81 7.73
H -11.33 9.22 7.83
H -12.13 9.84 6.27
H -11.43 11.62 8.68
H -9.78 11.31 6.80
H -10.45 12.99 6.92
H -10.92 11.76 5.71
H -12.85 13.08 7.39
C -16.58 12.32 8.92
C -15.81 12.57 10.26
C -15.02 13.87 10.19
O -16.57 12.43 11.47
H -15.96 11.73 8.20
H -17.05 13.30 8.61
H -17.56 11.79 9.08
H -15.07 11.79 10.26
H -14.47 14.03 11.12
H -15.65 14.75 10.05
H -14.26 13.81 9.41
H -16.61 13.25 11.98
C -18.46 16.99 12.99
C -17.39 16.17 12.30
C -16.03 16.86 12.48
O -17.27 14.80 12.75
H -18.54 17.94 12.45
H -18.28 17.23 14.06
H -19.50 16.63 12.97
H -17.71 16.09 11.23
H -15.19 16.21 12.23
H -15.96 17.10 13.56
H -15.90 17.84 11.91
H -16.74 14.92 13.54
C -12.12 14.30 14.28
C -11.09 13.33 13.67
C -10.50 12.25 14.56
O -11.62 12.70 12.46
H -11.71 14.97 15.04
H -13.03 13.78 14.62
H -12.47 15.04 13.54
H -10.28 13.87 13.14
H -9.89 11.56 14.02
H -11.38 11.75 14.90
H -9.94 12.69 15.39
H -12.45 12.20 12.57
C -13.19 9.30 12.77
C -14.50 9.83 12.27
C -15.70 8.93 12.77
O -14.58 11.17 12.71
H -12.80 9.90 13.64
H -12.52 9.49 11.96
H -13.20 8.24 12.97
H -14.49 9.86 11.18
H -15.68 7.92 12.35
H -16.64 9.45 12.60
H -15.64 8.80 13.83
H -15.34 11.56 12.19
C -10.03 16.80 10.86
C -11.59 16.83 10.51
C -11.93 18.17 9.84
O -11.90 15.82 9.51
H -9.47 17.22 10.01
H -9.72 15.79 11.09
H -9.77 17.43 11.74
H -12.17 16.68 11.42
H -11.19 18.38 9.07
H -11.92 18.99 10.52
H -12.91 18.09 9.32
H -11.49 14.99 9.62
C -15.27 7.00 7.76
C -14.79 7.86 8.97
O -15.02 9.23 8.67
H -14.99 5.89 7.79
H -14.75 7.41 6.93
H -16.37 7.07 7.64
H -13.74 7.67 9.07
H -15.36 7.57 9.92
H -15.99 9.41 8.63
C -18.78 8.95 10.51
C -19.36 9.05 9.14
O -18.21 9.33 8.36
H -18.23 9.92 10.69
H -18.14 7.96 10.68
H -19.52 8.98 11.32
H -20.04 9.91 9.11
H -19.85 8.17 8.78
H -18.28 8.90 7.49
C -8.46 10.70 11.53
C -9.65 11.14 10.63
O -9.81 12.56 10.49
H -8.25 9.60 11.41
H -8.72 10.86 12.56
H -7.56 11.32 11.23
H -10.53 10.73 11.06
H -9.60 10.73 9.58
H -10.54 12.80 11.13